(1)
Below is a gas-phase ion, C10H8N3 (charge +1) in a non-equilibrium geometry, with properties calculated with ωB97M-V/def2-TZVPD.

Structure (ORCA input):
```
! wB97M-V def2-TZVPD RIJCOSX def2/J DEFGRID3
* xyz 1 1
C -2.7908 1.1482 -0.2835
C 0.1306 1.1871 -0.4681
C 0.2614 -1.1575 0.1291
C 1.4675 1.3136 -0.3204
C 1.6292 -1.0411 0.2268
C -0.5095 -0.0522 -0.2039
C 2.2544 0.2277 0.1251
C -4.0214 -1.0924 0.2506
C -1.9311 -0.1595 -0.1537
C 3.7624 0.3160 0.1349
N -4.7329 -0.0376 0.1156
N -2.7203 -1.1786 0.0266
N -3.9685 0.9811 -0.1811
H -0.3447 2.1797 -0.6079
H -0.2981 -2.0902 0.1803
H 2.0420 2.2326 -0.5099
H 2.1180 -2.1228 0.3095
H -4.6161 -1.9110 0.6519
H 4.0076 1.3543 0.3666
H 4.1013 -0.3009 1.0052
H 4.1589 0.2037 -0.7936
*
```

Results
* HOMO energy: -13.353 eV
* energy above the lowest of the compared OMol25 structures with the same formula, charge and spin: 57.1 kcal per mole
* Kohn-Sham gap: 6.272 eV
* molar mass: 170.2 u

Here are the Löwdin charges for atoms 1 to 8, given in e: C 0.21; C -0.01; C -0.02; C -0.02; C -0.01; C -0.19; C -0.20; C -0.14

---

(2)
Below is a single C10H8N4O molecule in a non-equilibrium geometry, with properties calculated with ωB97M-V/def2-TZVPD.

Structure (ORCA input):
```
! wB97M-V def2-TZVPD RIJCOSX def2/J DEFGRID3
* xyz 0 1
N -0.3195 1.9135 -0.7162
N 0.2443 -1.5177 0.1422
N -2.4345 -2.1694 -2.4910
O -2.3764 -3.5807 -2.4102
C 0.6409 1.8993 0.1603
C 0.2949 -0.2480 -0.0761
C 1.0516 2.9984 1.1014
C 1.6585 2.7973 2.3471
C 2.0258 1.4453 2.7127
C -0.5625 0.4612 -0.9506
C -1.4701 -0.1477 -1.7783
C 1.8164 0.4629 1.6696
C -1.5433 -1.5981 -1.7259
N 1.1342 0.6900 0.4740
C -0.6437 -2.2901 -0.7815
H -3.0681 -4.0165 -2.9598
H 0.6978 3.9574 0.6170
H 1.9210 3.6269 2.9544
H 2.3397 1.0877 3.6799
H -2.1237 0.4230 -2.3678
H 2.0542 -0.5381 1.8707
H -1.3769 -2.6869 -0.1392
H 0.0396 -2.9696 -1.3327
*
```

Results
* HOMO energy: -7.737 eV
* energy above the lowest of the compared OMol25 structures with the same formula, charge and spin: 37.7 kcal per mole
* Kohn-Sham gap: 6.906 eV
* molar mass: 200.2 u

Here are the Löwdin charges for atoms 1 to 8, given in e: N 0.16; N 0.14; N 0.04; O -0.09; C -0.32; C -0.28; C 0.02; C -0.07

---

(3)
Below is a single C10H8O4S molecule in a non-equilibrium geometry, with properties calculated with ωB97M-V/def2-TZVPD.

Structure (ORCA input):
```
! wB97M-V def2-TZVPD RIJCOSX def2/J DEFGRID3
* xyz 0 1
C -0.3327 -1.0665 3.0644
C -0.8151 0.1866 2.8414
C -0.2923 -2.0278 2.0672
C -1.1313 0.6424 1.5403
C -0.5772 -1.5665 0.7849
C -0.9156 -0.2729 0.5472
C -0.3900 -2.2962 -0.5554
C 0.8612 -0.0180 -1.2918
C 1.3743 1.0645 -1.8034
C 0.8508 2.2119 -2.4991
O 2.7413 1.0620 -1.7170
O -1.9100 0.9400 -1.7049
O -1.1329 -1.5268 -1.5208
O 0.1608 -3.3029 -0.8747
S -0.8706 0.0416 -1.1540
H -0.0509 -1.3922 4.1124
H -1.0345 0.6872 3.7510
H 0.0954 -3.0631 2.2216
H -1.4263 1.7061 1.3053
H 1.4590 2.5437 -3.3828
H 0.5913 3.0470 -1.8213
H -0.1878 1.9971 -2.8859
H 2.9332 0.4031 -1.0245
*
```

Results
* HOMO energy: -8.895 eV
* energy above the lowest of the compared OMol25 structures with the same formula, charge and spin: 46.4 kcal per mole
* Kohn-Sham gap: 8.530 eV
* molar mass: 224.2 u

Here are the Löwdin charges for atoms 1 to 8, given in e: C -0.08; C -0.06; C 0.02; C 0.00; C -0.13; C -0.31; C -0.39; C -0.10

---

(4)
Below is a molecular structure, C10H9Cl3ErGdI2O6S in a non-equilibrium geometry, with properties calculated with ωB97M-V/def2-TZVPD.

Structure (ORCA input):
```
! wB97M-V def2-TZVPD RIJCOSX def2/J DEFGRID3
* xyz 4 11
I -1.1342 3.2797 1.9027
I 0.1130 1.5073 3.7197
Er 1.7821 -0.4329 1.4617
Gd 0.0876 1.9546 -1.0929
S -0.6559 -0.2057 0.3939
C -0.6062 0.0924 -2.5955
C 1.5562 1.4840 -2.9583
C -2.3192 -1.0460 0.6826
C -2.4444 -1.3606 2.1650
C -2.2818 -2.3197 -0.1609
C -3.4096 -0.0870 0.2259
C 3.5412 -1.0118 -0.0757
C 1.3546 -2.1228 -0.2398
O 1.9585 1.1477 -3.9804
O -0.7046 -0.8166 -3.2975
O 4.3073 -1.4164 -0.8427
O 1.2626 -2.7759 -1.1908
H -3.4021 -1.8758 2.3366
H -2.4134 -0.4505 2.7738
H -1.6328 -2.0136 2.5061
H -3.2594 -2.8182 -0.1057
H -1.5123 -3.0093 0.2070
H -2.0551 -2.0950 -1.2076
H -4.3850 -0.5736 0.3637
H -3.3033 0.1763 -0.8336
H -3.3941 0.8381 0.8161
Cl 4.9063 3.6266 0.1838
C 3.5781 2.6869 -0.4741
Cl 2.2230 3.7845 -1.1272
Cl 4.0931 1.5943 -1.7508
C 2.9274 1.7800 0.5456
O 3.4414 1.2158 1.5551
O 1.7811 1.2635 0.0944
*
```

Results
* HOMO energy (spin up / spin down): -20.772 / -21.812 eV
* Kohn-Sham gap (spin up / spin down): 5.526 / 5.427 eV
* molar mass: 941.9 u

Here are the Löwdin charges for atoms 1 to 8, given in e: I 0.44; I 0.49; Er 1.20; Gd 1.21; S 0.47; C -0.09; C -0.17; C -0.82

---

(5)
Below is a molecular structure, C10H9Cl5CoNO4P, with properties calculated with ωB97M-V/def2-TZVPD.

Structure (ORCA input):
```
! wB97M-V def2-TZVPD RIJCOSX def2/J DEFGRID3
* xyz 0 2
Co 1.3557 -0.1588 -0.4942
Cl 0.2009 0.4970 -2.7573
C 0.1250 1.8753 -1.6532
C 0.6414 1.5891 -0.4119
C 0.6755 2.6225 0.5025
Cl 1.3957 2.3423 2.0662
C 0.1623 3.8803 0.1842
Cl 0.1955 5.1506 1.3438
C -0.3854 4.1145 -1.0816
Cl -1.0268 5.6606 -1.4778
C -0.3991 3.0977 -2.0353
Cl -1.0379 3.3312 -3.6106
O 5.2686 -1.7867 0.0132
C 4.1840 -1.3685 -0.1912
N 3.0853 -0.9424 -0.3970
C -2.0444 -3.0813 -0.7123
O -0.9776 -2.1197 -0.8650
P -0.3939 -1.2993 0.3550
O 0.0330 -2.3796 1.4373
C 1.1154 -3.3017 1.1616
O -1.6818 -0.7218 1.0757
C -1.8776 0.6422 1.4878
H -1.8067 -3.9271 -1.3504
H -2.9714 -2.6172 -1.0388
H -2.1349 -3.4126 0.3204
H 0.6819 -4.2850 0.9937
H 1.7552 -3.3199 2.0385
H 1.6965 -2.9892 0.2972
H -2.7895 0.6438 2.0766
H -1.9965 1.2869 0.6199
H -1.0482 0.9764 2.1028
*
```

Results
* HOMO energy (spin up / spin down): -9.217 / -9.093 eV
* energy above the lowest of the compared OMol25 structures with the same formula, charge and spin: 0.0 kcal per mole
* Kohn-Sham gap (spin up / spin down): 8.108 / 8.931 eV
* molar mass: 474.4 u

Here are the Löwdin charges for atoms 1 to 8, given in e: Co 0.35; Cl 0.73; C -0.65; C -0.33; C -0.69; Cl 0.68; C -0.70; Cl 0.69

---

(6)
Below is a molecular structure, C10H9GaN2O7, with properties calculated with ωB97M-V/def2-TZVPD.

Structure (ORCA input):
```
! wB97M-V def2-TZVPD RIJCOSX def2/J DEFGRID3
* xyz 0 1
Ga -0.0755 0.1549 -0.6494
O 0.9819 -1.8506 4.8678
C 0.7901 -1.3807 3.6219
C 1.7400 -0.5782 2.9776
C 1.4383 -0.1479 1.7091
N 0.2765 -0.4670 1.1686
C -0.5968 -1.3033 1.7096
C -0.3852 -1.7839 2.9765
C -1.6711 -1.7144 0.7022
O -2.5696 -2.4419 1.0402
O -1.4371 -1.2368 -0.4976
C 2.3483 0.5613 0.7060
O 3.4381 0.9459 1.0483
O 1.8191 0.6148 -0.4920
H 1.8197 -1.5282 5.2224
H 2.6923 -0.3291 3.4284
H -1.0752 -2.4720 3.4432
N 0.0895 -0.1463 -2.6438
C -0.9600 0.6287 -3.3721
C -0.8908 2.1114 -3.0205
C -1.4743 2.4508 -1.6533
O -2.2884 3.3263 -1.5205
O -0.9958 1.7458 -0.6439
H 1.0188 0.1552 -2.9292
H 0.0080 -1.1362 -2.8584
H -1.9223 0.2043 -3.0878
H -0.8321 0.4857 -4.4436
H -1.4384 2.6855 -3.7631
H 0.1518 2.4459 -3.0466
*
```

Results
* HOMO energy: -9.969 eV
* Kohn-Sham gap: 9.641 eV
* molar mass: 338.9 u

Here are the Löwdin charges for atoms 1 to 8, given in e: Ga 0.40; O 0.10; C -0.26; C 0.10; C -0.12; N 0.11; C -0.11; C 0.11

---

(7)
Below is a molecular structure, C10H9IN2OSn, with properties calculated with ωB97M-V/def2-TZVPD.

Structure (ORCA input):
```
! wB97M-V def2-TZVPD RIJCOSX def2/J DEFGRID3
* xyz 0 1
Sn 1.8655 -0.3295 2.1456
O 0.8217 -1.5497 0.7673
C -0.2958 -1.4601 0.0899
C -0.8752 -2.6585 -0.3776
C -2.0359 -2.6686 -1.1131
C -2.6905 -1.4730 -1.4135
C -2.1482 -0.2912 -0.9685
C -0.9553 -0.2485 -0.2290
C -0.4183 1.0393 0.1759
N 0.4942 1.2869 1.1055
C 0.6842 2.6474 1.1555
C -0.1163 3.2447 0.2397
N -0.8030 2.2213 -0.3700
H -0.3619 -3.5791 -0.1325
H -2.4500 -3.6111 -1.4489
H -3.6111 -1.4768 -1.9812
H -2.6836 0.6288 -1.1745
H 1.3846 3.0903 1.8440
H -0.2611 4.2775 -0.0205
H -1.4556 2.3241 -1.1247
I 4.4152 -1.9192 1.5017
C 3.6161 -0.0257 0.7408
H 3.4781 -0.1723 -0.3277
H 4.4023 0.7033 0.9158
*
```

Results
* HOMO energy: -7.717 eV
* Kohn-Sham gap: 8.162 eV
* molar mass: 418.8 u

Here are the Löwdin charges for atoms 1 to 8, given in e: Sn 0.94; O -0.33; C -0.35; C -0.01; C -0.08; C -0.11; C -0.05; C -0.09

---

(8)
Below is a molecular structure, C10H9N2O5SeTi in a non-equilibrium geometry, with properties calculated with ωB97M-V/def2-TZVPD.

Structure (ORCA input):
```
! wB97M-V def2-TZVPD RIJCOSX def2/J DEFGRID3
* xyz 1 3
O -0.4561 3.2492 -2.3951
C -0.8584 3.2430 -1.3075
Ti 0.2537 -1.4236 0.1524
O -1.2293 1.6245 1.6382
C -0.5767 0.7422 1.0691
C -0.3079 -3.8398 -1.1468
O -0.6916 -4.8374 -1.5535
C 1.9952 -0.7135 -0.2924
O 3.0429 -0.2702 -0.5846
C -1.2235 0.0714 -0.1271
O -2.0013 0.5635 -0.9391
H 0.5451 0.5492 1.1163
C -2.4023 -0.6566 3.4906
N -1.0655 -0.2524 3.8716
C -0.7541 0.8704 4.6298
C 0.5994 0.9799 4.6431
N 1.1014 -0.0608 3.8681
C 2.4861 -0.2997 3.5191
C 0.0757 -0.8328 3.4184
Se 0.2564 -2.3785 2.3231
H -2.7151 -0.1193 2.5880
H -3.0861 -0.4078 4.3091
H -2.4181 -1.7343 3.3037
H -1.5231 1.5038 5.0377
H 1.2401 1.6972 5.1255
H 2.7237 0.0737 2.5126
H 3.1234 0.2050 4.2523
H 2.6781 -1.3783 3.5364
*
```

Results
* HOMO energy (spin up / spin down): -11.461 / -11.495 eV
* energy above the lowest of the compared OMol25 structures with the same formula, charge and spin: 47.3 kcal per mole
* Kohn-Sham gap (spin up / spin down): 6.731 / 6.427 eV
* molar mass: 364.0 u

Here are the Löwdin charges for atoms 1 to 8, given in e: O 0.02; C 0.05; Ti 0.43; O 0.08; C -0.32; C 0.07; O 0.13; C -0.16

---

(9)
Below is a molecular structure, C10H9N2O7P2ReS2 in a non-equilibrium geometry, with properties calculated with ωB97M-V/def2-TZVPD.

Structure (ORCA input):
```
! wB97M-V def2-TZVPD RIJCOSX def2/J DEFGRID3
* xyz 1 2
Re 0.3186 -0.0587 -0.1309
C 0.9769 -2.4712 -3.7500
C 1.8309 -2.1480 -2.5157
O 3.1114 -2.7591 -2.5289
P 2.2273 -0.3749 -2.4637
O 3.3042 -0.1376 -1.3479
O 2.9801 0.0657 -3.7611
O 0.9823 0.4356 -2.1094
P 0.9267 -2.7021 -0.9944
O 1.7562 -1.9731 0.2051
O 0.8419 -4.1506 -0.9242
O -0.3409 -1.7502 -0.8794
H 1.5204 -2.2135 -4.6584
H 0.0221 -1.9433 -3.7310
H 0.7665 -3.5411 -3.7676
H 3.0095 -3.7181 -2.6148
H 4.1959 -0.4774 -1.5121
H 2.4670 0.4267 -4.4980
H 2.2319 -2.5648 0.8066
S -0.0500 -0.2260 2.0506
C -1.1881 1.0707 2.4019
C -1.8126 1.1241 3.6355
C -2.7173 2.1471 3.8962
C -3.3665 2.1978 5.1845
N -3.8865 2.2113 6.2084
C -2.9821 3.1090 2.9186
C -2.3416 3.0493 1.6848
C -1.4445 2.0275 1.4388
S -0.6014 1.9552 -0.1141
C -3.9173 4.1794 3.1713
N -4.6635 5.0292 3.3703
H -1.6088 0.3803 4.3954
H -2.5485 3.8008 0.9334
*
```

Results
* HOMO energy (spin up / spin down): -12.736 / -12.705 eV
* energy above the lowest of the compared OMol25 structures with the same formula, charge and spin: 1.9 kcal per mole
* Kohn-Sham gap (spin up / spin down): 6.608 / 7.041 eV
* molar mass: 581.5 u

Here are the Löwdin charges for atoms 1 to 8, given in e: Re 1.02; C -0.04; C -0.60; O -0.04; P 0.51; O -0.08; O -0.03; O -0.42